Here is a 6-piece molecular cluster, C30H61F2N7O6S2 overall in a non-equilibrium geometry from the Open Molecules 2025 dataset. Energies are from wB97M-V/def2-TZVPD.

Atoms and positions in Å:
C: 25.4445 -3.3457 17.0760
C: 26.9301 -3.7748 16.7705
N: 27.1274 -5.2378 16.5649
C: 26.2116 -5.9808 15.8233
C: 26.7523 -7.2790 15.8326
N: 27.9195 -7.2762 16.5659
C: 28.2138 -6.0005 16.8785
C: 28.7225 -8.4469 17.0705
H: 25.0778 -2.3223 16.9967
H: 25.0405 -3.7949 17.9833
H: 24.8657 -3.8279 16.2882
H: 27.6032 -3.3564 17.5188
H: 27.1507 -3.4272 15.7613
H: 25.2941 -5.6034 15.3966
H: 26.4067 -8.2488 15.5063
H: 29.0198 -5.7354 17.5468
H: 29.6251 -8.6596 16.4976
H: 28.0404 -9.2920 16.9778
H: 29.1469 -8.3285 18.0675
C: 16.3292 -4.4718 20.3830
C: 17.6507 -4.8606 21.2682
N: 17.9895 -6.2251 21.1671
C: 17.9760 -7.0551 22.2577
C: 18.3111 -8.2929 21.8400
N: 18.7591 -8.2402 20.4980
C: 18.3921 -6.9830 20.0739
C: 19.3948 -9.2918 19.7267
H: 16.5004 -4.0178 19.4070
H: 15.7408 -3.6667 20.8231
H: 15.5400 -5.2213 20.4427
H: 17.5645 -4.6901 22.3413
H: 18.5116 -4.2829 20.9318
H: 17.7593 -6.7207 23.2615
H: 18.3162 -9.1980 22.4293
H: 18.5054 -6.5667 19.0839
H: 20.0682 -8.8776 18.9762
H: 18.6685 -9.9186 19.2093
H: 19.7932 -10.0610 20.3882
C: 26.8399 -4.0423 3.1419
C: 25.8374 -4.8187 4.0571
C: 24.8753 -3.9189 4.8408
N: 24.3297 -4.6139 6.1158
C: 23.4791 -5.8671 5.7034
C: 23.3239 -3.6458 6.7910
C: 24.2859 -2.7273 7.6478
C: 25.5829 -3.6195 7.8495
C: 25.2401 -4.9385 7.2832
H: 27.1340 -4.7734 2.3888
H: 27.6789 -3.6569 3.7213
H: 26.2183 -3.2257 2.7745
H: 26.4232 -5.3798 4.7853
H: 25.2905 -5.5014 3.4069
H: 23.9905 -3.6926 4.2458
H: 25.2736 -2.9721 5.2056
H: 22.9947 -6.4130 6.5130
H: 24.1792 -6.4660 5.1208
H: 22.7366 -5.5774 4.9599
H: 22.5404 -4.0537 7.4298
H: 22.9301 -2.9580 6.0428
H: 23.9654 -2.4740 8.6584
H: 24.4360 -1.8200 7.0626
H: 25.8307 -3.6962 8.9082
H: 26.3035 -2.9878 7.3301
H: 24.7829 -5.6674 7.9523
H: 26.1106 -5.4272 6.8455
C: 12.7886 -11.9544 16.7098
C: 13.3587 -12.1756 15.3285
C: 12.3646 -12.9792 14.5696
N: 12.9123 -13.5074 13.1702
C: 11.6198 -13.6839 12.3458
C: 13.7894 -12.5085 12.3142
C: 14.7889 -13.3676 11.5306
C: 14.6249 -14.8243 11.9152
C: 13.7448 -14.7567 13.1730
H: 13.2178 -11.0452 17.1307
H: 13.0693 -12.8507 17.2629
H: 11.7156 -11.8178 16.8443
H: 14.3070 -12.7100 15.3863
H: 13.5902 -11.1920 14.9198
H: 11.4287 -12.4517 14.3856
H: 12.1369 -13.9281 15.0553
H: 10.9911 -14.2820 13.0054
H: 11.7866 -14.1821 11.3908
H: 11.0474 -12.7662 12.2104
H: 13.1625 -11.7571 11.8341
H: 14.4143 -11.8382 12.9043
H: 14.3953 -13.2172 10.5254
H: 15.8378 -13.0815 11.4539
H: 14.3803 -15.5755 11.1642
H: 15.5908 -15.2347 12.2095
H: 12.9699 -15.5203 13.2403
H: 14.2726 -14.6892 14.1243
N: 8.0568 -7.2861 9.5961
S: 8.1776 -6.6838 11.1324
O: 7.4255 -5.4946 11.4951
O: 9.5056 -6.8694 11.7337
F: 7.1887 -7.8800 11.7882
S: 9.1041 -6.4495 8.9673
O: 10.4371 -7.0067 8.6668
O: 8.9766 -5.0226 8.9860
F: 8.6234 -6.8103 7.5014
C: 16.6663 -4.8297 11.7344
C: 17.7825 -5.0090 12.7549
O: 18.3164 -6.1392 12.8699
O: 17.9723 -4.0785 13.5495
H: 16.4245 -5.7604 11.2210
H: 17.0785 -4.1531 10.9858
H: 15.7110 -4.4530 12.0999

Force components x, y, z for each atom (eV/Å):
C -0.2 -2.1 -0.7
C -0.8 1.2 -0.6
N 0.1 -0.2 -0.1
C 2.1 -2.4 0.9
C -0.6 0.5 0.5
N 1.2 1.1 0.1
C -2.3 -0.1 0.9
C -0.2 -0.1 -0.9
H 1.2 0.3 0.2
H 0.3 0.2 0.3
H -0.3 0.0 -0.1
H 0.2 -0.4 -0.2
H 0.3 0.8 0.3
H 0.3 0.0 0.1
H -0.3 0.4 -0.3
H 0.0 0.3 -0.2
H -0.3 0.3 -0.7
H 0.3 -0.1 0.4
H -0.9 0.4 0.2
C 0.4 0.5 1.7
C -1.7 2.4 -1.6
N 1.1 -3.8 -1.7
C -0.2 -0.5 -0.4
C 1.4 -0.8 -0.3
N -2.5 2.7 1.2
C 0.7 0.4 2.0
C -0.8 -1.1 -0.4
H 0.5 -0.9 -0.2
H 0.6 0.4 0.7
H 0.6 -0.6 -0.6
H -0.5 0.3 -0.2
H -0.2 0.2 -0.1
H -0.3 0.0 -0.2
H 0.3 0.0 -0.2
H 0.1 -0.1 0.0
H 0.2 -0.1 0.5
H -0.4 0.5 -0.3
H 0.8 0.7 0.2
C -1.5 -0.5 1.1
C 0.8 0.5 0.4
C 0.0 -0.8 0.7
N -4.2 -1.2 0.8
C 1.4 0.7 -1.2
C 1.7 2.3 0.6
C -0.2 -1.4 0.2
C -1.0 2.4 0.5
C 1.4 -0.5 -2.3
H 0.3 0.6 -0.2
H 0.0 0.0 -0.2
H 0.6 0.1 -0.7
H 0.0 -0.4 -0.1
H -0.1 -0.1 0.3
H 0.0 0.0 0.1
H 0.4 -0.1 -0.2
H 0.4 0.4 0.2
H -0.1 -0.5 0.5
H -0.1 0.4 0.3
H 0.2 -0.8 -0.5
H -0.5 -0.7 -0.2
H -0.7 0.1 -0.4
H 0.4 0.0 0.4
H 0.2 0.1 -0.2
H 0.8 -1.0 0.0
H -0.4 0.4 -0.1
H 0.1 -0.2 0.1
C 0.5 -0.2 1.0
C -0.1 0.6 -0.1
C 1.0 -1.1 -1.7
N -0.8 2.9 -2.4
C 0.1 -0.7 1.0
C 1.1 0.6 2.1
C -1.6 0.2 -2.6
C 0.7 -0.4 1.5
C -1.4 -0.4 0.7
H 0.2 -0.3 0.3
H -0.1 0.3 0.7
H -0.1 -0.1 -0.7
H 0.1 0.0 0.2
H -0.3 -0.2 -0.6
H 0.2 0.0 -0.2
H -0.1 0.1 0.3
H -0.1 -0.4 -0.4
H 0.2 0.1 0.2
H 0.7 0.3 -0.1
H -0.3 -0.8 -0.6
H -0.3 -0.3 1.0
H 0.5 -0.4 -0.5
H -0.3 0.5 0.7
H -1.0 0.6 -0.2
H 0.1 0.2 0.4
H 0.5 -0.5 0.1
H 0.4 -0.3 -0.2
N -2.3 -0.7 5.6
S -1.9 -1.3 3.4
O 1.2 -1.6 -1.0
O -2.2 0.1 -1.1
F 1.4 1.1 -0.6
S 6.3 1.4 -9.1
O -0.8 0.7 3.0
O 0.1 -0.1 1.3
F -1.7 0.3 -1.5
C 0.2 -0.3 -1.0
C -0.9 -1.1 1.7
O 0.5 -0.7 -0.8
O 0.3 1.5 0.2
H 0.2 -0.1 0.0
H -0.4 0.3 -0.2
H 0.4 0.4 0.4

Output
LUMO (eV): -4.58
HOMO level (eV): -8.048
Gap between HOMO and LUMO (eV): 3.5
Total energy (eV): -81896.14799
2S+1: 1
Charge: +2